{
  "formula": "C4H27NO12",
  "method": "wB97M-V/def2-TZVPD",
  "spin_multiplicity": 2,
  "charge": 1,
  "de_lowest_ev": 0.000,
  "lumo_ev": [-2.85, -8.40],
  "e_homo_ev": [-13.90, -13.89],
  "orbital_gap_ev": [11.05, 5.49],
  "e_tot_ev": -30638.174,
  "species": ["O", "O", "O", "O", "O", "O", "O", "O", "O", "O", "O", "O", "N", "C", "C", "C", "C", "H", "H", "H", "H", "H", "H", "H", "H", "H", "H", "H", "H", "H", "H", "H", "H", "H", "H", "H", "H", "H", "H", "H", "H", "H", "H", "H"],
  "xyz": [[-0.271667, -2.433327, -1.420849], [-2.719969, 1.504889, -3.155543], [-0.995256, 1.915865, 2.020254], [-0.331460, 1.501081, -0.788344], [1.745967, 3.770406, -1.734306], [-0.379705, -2.919074, 0.726160], [2.373438, 0.794911, 2.457331], [1.767729, 0.407599, -2.131716], [-3.186606, -0.139705, 2.514647], [-0.393780, 0.019450, -3.682814], [-0.535805, -1.766411, 3.107237], [-3.458718, 1.272798, -0.465813], [0.958949, -1.159241, 0.010539], [2.521609, 0.351266, 1.196458], [1.806412, -1.219681, 1.136208], [2.917379, -2.234724, 1.035154], [0.014144, -2.187515, -0.146207], [3.566671, 0.289863, 0.915824], [1.233076, -1.357922, 2.047255], [-0.269165, 0.221426, -4.613572], [1.374162, -0.910982, -0.888434], [-1.090321, -1.967660, 3.859104], [-0.466527, 1.751107, 0.139162], [1.306792, 3.188812, -1.100017], [3.189997, -2.641453, 0.059761], [-1.226038, 0.979099, 2.033107], [-0.685667, -2.154939, 2.223012], [1.442519, 0.900254, 2.715062], [-2.985328, 2.091592, -0.281058], [1.146612, 0.579157, -2.866609], [3.829095, -1.977025, 1.569050], [-1.263061, 0.385451, -3.424005], [-2.337651, -0.526654, 2.780092], [2.466678, -3.127059, 1.502198], [1.510015, 4.647356, -1.410171], [-2.485875, 2.434509, -3.167323], [0.260638, 0.755291, -0.702360], [1.956770, 0.972590, 0.494218], [2.611082, 0.787577, -2.386363], [-3.034621, 1.235357, -2.285839], [-3.810570, 0.989518, 0.382608], [-1.054108, 2.219497, 2.927280], [-0.383756, -1.695246, -2.043434], [-3.466464, -0.858857, 1.934031]],
  "atomic_forces_ev_per_a": [[-0.554, -0.157, 0.182], [0.299, -0.671, -0.758], [0.689, -0.312, -0.337], [-0.118, 0.397, 0.723], [-0.081, -0.008, 0.419], [0.232, 0.644, 0.021], [0.364, -0.584, 0.600], [0.431, -0.241, 0.090], [0.595, -0.594, -0.360], [0.249, -0.342, 0.427], [0.834, 1.584, -0.159], [0.088, 0.057, -0.010], [0.254, -1.060, 0.701], [-0.447, 0.777, -0.071], [-0.540, 0.923, -1.101], [0.758, -1.355, 0.265], [-0.544, -0.629, -0.962], [0.079, -0.208, 0.188], [0.004, 0.088, 0.077], [-0.241, -0.102, -0.137], [0.492, 0.381, -0.205], [-0.389, -0.744, -0.351], [-0.358, 0.285, -0.098], [-0.158, -0.178, -0.316], [-0.126, 0.827, -0.351], [-0.458, 0.119, 0.138], [-0.609, -0.826, 0.878], [-0.054, 0.316, -0.267], [-0.017, -0.056, 0.117], [-0.313, -0.157, 0.113], [-0.155, 0.058, 0.149], [-0.096, 0.545, -0.253], [0.036, 0.223, 0.440], [0.119, 0.227, 0.249], [0.155, 0.076, -0.208], [-0.080, 0.052, 0.346], [0.228, -0.112, -0.460], [-0.048, -0.386, -0.191], [0.134, 0.129, -0.062], [-0.182, 0.399, 0.340], [-0.055, 0.025, 0.110], [-0.188, 0.149, 0.216], [0.367, 0.325, -0.037], [-0.596, 0.116, -0.095]]
}